ORCA calculation (ωB97M-V with the def2-TZVPD basis set) on 2 unconnected molecules or ions with the total composition C7H17N2 in a non-equilibrium geometry.

Relative energy (zero: lowest compared OMol25 entry of this formula, charge and spin)   273.8 kJ/mol
Frontier orbital gap (spin up / spin down)   7.563 / 7.563 eV
E_LUMO (spin up / spin down)   -4.5 / -4.5 eV

ORCA input file:
```
! RIJCOSX wB97M-V def2-TZVPD def2/J DEFGRID3
* xyz 1 1
C -1.79 -0.29 0.12
C -2.38 -1.49 -0.55
C 0.91 -1.27 0.96
C 1.92 1.03 0.81
C 1.87 -0.46 -1.25
C -1.01 0.56 -0.69
C 1.40 -0.17 0.12
N -1.95 -0.18 1.39
N -0.87 1.98 -0.27
H -3.29 -1.18 -1.06
H -2.64 -2.24 0.19
H -1.71 -1.91 -1.30
H -0.03 -1.01 1.50
H 0.70 -2.17 0.38
H 1.62 -1.50 1.75
H 1.32 1.30 1.69
H 2.07 1.89 0.16
H 2.91 0.78 1.20
H 1.20 -1.16 -1.77
H 2.84 -0.97 -1.17
H 2.01 0.43 -1.85
H -0.92 0.42 -1.75
H -1.62 0.67 1.84
H 0.11 2.27 -0.17
H -1.34 2.07 0.65
H -1.34 2.61 -0.93
*
```